1.
C2H5N3O | ωB97M-V with the def2-TZVPD basis set

Results
* total energy: -8668.609 eV
* max |F|: 3.4 eV Å⁻¹
* relative energy (zero: lowest compared OMol25 entry of this formula, charge and spin): 485.70 kJ/mol
* orbital gap: 0.3530 Eh
* SMILES string: O=CNN1CN1

Geometry as ORCA input:
```
! wB97M-V def2-TZVPD RIJCOSX def2/J DEFGRID3
* xyz 0 1
C -1.26740 -0.63695 0.20116
N -1.14062 0.25349 -0.90998
C 1.26080 0.76943 0.33155
N -0.15067 -0.97363 -0.64839
N 1.04311 -0.48483 -0.24991
O 2.35527 1.26839 0.32488
H -1.24101 1.23570 -0.65550
H 1.82861 -0.88180 -0.75681
H -2.07704 -1.35796 0.13207
H -1.07170 -0.30472 1.22479
H 0.46064 1.11288 1.00615
*
```

***

2.
C5H30N10O10 | ωB97M-V with the def2-TZVPD basis set

Results
* total energy: -41027.176 eV
* max |F|: 17.7 eV Å⁻¹
* relative energy (zero: lowest compared OMol25 entry of this formula, charge and spin): 2620.60 kJ/mol
* orbital gap: 0.2134 Eh

Geometry as ORCA input:
```
! wB97M-V def2-TZVPD RIJCOSX def2/J DEFGRID3
* xyz 0 1
O -1.72868 1.95251 -1.59323
H -0.95118 1.84663 -2.14142
H -2.34842 2.42939 -2.14525
O 0.10639 2.77054 -0.57700
H 0.17276 1.86971 -0.26025
H -0.81565 2.87505 -0.81181
O 0.01328 0.66918 -0.35529
H 0.29328 -0.05030 0.21052
H -0.79161 0.35269 -0.76544
O 0.17228 -1.39355 0.00548
H -0.63328 -1.90550 0.07761
H 0.83499 -2.02658 -0.27080
O -2.33270 0.38531 -0.37662
H -3.03455 0.23713 -1.01040
H -1.84343 1.12839 -0.72974
C 1.22424 0.24308 2.19076
O 0.37259 1.09034 2.09292
N 1.06190 -0.91641 2.82682
N 2.40274 0.46857 1.72796
H 0.10263 -0.88759 3.14155
H 1.76210 -1.64340 2.79094
H 3.16166 -0.19669 1.76743
H 2.56055 1.35654 1.27329
C -1.24504 -1.93604 2.86221
O -1.95110 -2.73585 3.42443
N -0.49151 -2.24903 1.85308
N -1.42143 -0.60550 2.86729
H -0.36817 -3.23968 1.69978
H 0.16247 -1.67915 1.33574
H -2.02775 -0.31097 3.61943
H -0.81076 0.07825 2.44341
C 1.52156 -2.14880 -2.29712
O 0.49835 -2.25008 -2.88332
N 2.60361 -2.85424 -2.47327
N 1.79092 -1.18103 -1.51801
H 2.44434 -3.77329 -2.86068
H 3.43064 -2.70090 -1.91416
H 1.02334 -0.54952 -1.33879
H 2.44960 -1.45501 -0.80304
C 0.01069 0.56708 -3.24466
O -0.55277 1.63151 -2.97820
N 1.01455 0.43854 -3.97561
N -0.48061 -0.64156 -2.91144
H 1.32333 1.24393 -4.50107
H 1.56453 -0.40857 -3.97049
H -1.27678 -0.61886 -2.29039
H 0.02950 -1.47667 -3.16140
C -1.58326 2.41914 2.23208
O -2.67451 2.93167 2.53691
N -1.50448 1.37219 1.46392
N -0.42016 2.97761 2.41605
H -0.57527 1.19511 1.10991
H -2.30401 0.94100 1.02242
H -0.39973 3.85994 2.90715
H 0.45800 2.50375 2.25979
*
```

***

3.
C52H45BrMoN4S3Sb | ωB97M-V with the def2-TZVPD basis set

Results
* total energy: -171534.388 eV
* max |F|: 1.6 eV Å⁻¹
* orbital gap (alpha / beta): 0.2175 / 0.2126 Eh
* ⟨S²⟩: 2.039

Geometry as ORCA input:
```
! wB97M-V def2-TZVPD RIJCOSX def2/J DEFGRID3
* xyz 3 3
Mo -0.00101 0.05881 0.07399
S -6.56521 -2.25588 1.99685
C -7.63310 -2.34879 0.68175
C -7.05672 -1.95719 -0.49672
C -5.72378 -1.56987 -0.34192
C -5.28102 -1.66770 0.96644
C -3.98979 -1.38369 1.51422
C -2.95353 -0.84103 0.72277
N -1.72599 -0.61567 1.15355
C -1.44147 -0.85923 2.45784
C -2.42018 -1.36212 3.35441
C -2.06427 -1.55678 4.72486
C -0.82959 -1.24589 5.18063
C 0.16736 -0.71242 4.30732
C 1.44548 -0.37004 4.73921
C 2.36892 0.16378 3.83689
C 1.92999 0.37113 2.51357
N 0.74238 0.00889 2.06325
C -0.14707 -0.52767 2.93816
C 3.71660 0.46129 4.22546
C 4.28744 0.35533 5.47498
C 5.65032 0.68155 5.49277
C 6.12421 1.03030 4.26371
S 4.91181 0.97789 3.05841
C -3.68927 -1.63916 2.85724
H -8.63919 -2.68718 0.83874
H -7.58265 -1.94848 -1.43353
H -5.12016 -1.23997 -1.16830
H -3.16478 -0.56778 -0.30211
H -2.81938 -1.94344 5.38985
H -0.57025 -1.38763 6.21777
H 1.70914 -0.53025 5.77046
H 2.59654 0.83339 1.79352
H 3.75361 0.05914 6.35758
H 6.25725 0.65533 6.37830
H 7.12220 1.31699 3.99905
H -4.44570 -2.04243 3.51278
N 0.27380 -2.34404 0.34465
C -0.60210 -3.40612 -0.17988
C -0.25981 -3.74732 -1.62722
C -0.23288 -2.52327 -2.54231
C -1.52403 -1.69964 -2.48339
N -1.23753 -0.34604 -1.96407
H 1.23719 -2.56138 0.06592
H 0.26279 -2.40768 1.36446
H -1.63957 -3.07382 -0.08850
H -0.50027 -4.31502 0.42407
H -0.99405 -4.46465 -1.99386
H 0.71608 -4.23712 -1.65698
H -0.04425 -2.86551 -3.55953
H 0.60233 -1.87772 -2.24650
H -2.25783 -2.18405 -1.83686
H -1.97292 -1.62663 -3.47937
H -2.11613 0.17971 -1.93968
H -0.67930 0.11704 -2.68591
Br -1.20704 2.29288 1.30302
C -0.70310 3.60758 -0.00456
C -1.10089 4.90211 0.18740
C -0.81934 5.84527 -0.80697
C -0.17018 5.44896 -1.94523
C 0.24938 4.11257 -2.13441
C 0.89000 3.72113 -3.32564
C 1.28365 2.42192 -3.48602
C 1.04600 1.47793 -2.47863
C 0.40653 1.76108 -1.27754
C -0.00085 3.12549 -1.12625
H -1.63715 5.18785 1.07939
H -1.13482 6.86662 -0.66607
H 0.03126 6.16362 -2.72824
H 1.04341 4.44715 -4.10807
H 1.75972 2.10234 -4.40033
H 1.40011 0.47283 -2.68701
S 2.38077 -0.59046 -0.44720
Sb 4.44785 -0.25472 -1.61645
C 5.34412 1.56250 -0.91268
C 4.79631 2.77426 -1.29893
C 5.37573 3.94399 -0.83585
C 6.48069 3.88877 -0.00114
C 7.01924 2.66775 0.37037
C 6.45173 1.48862 -0.08592
C 4.11784 -0.35237 -3.74572
C 3.41341 -1.43060 -4.25946
C 3.25327 -1.53265 -5.63198
C 3.79628 -0.56916 -6.46783
C 4.50117 0.50030 -5.93927
C 4.66592 0.61793 -4.56722
C 5.26097 -2.04234 -0.74729
C 5.27097 -2.12703 0.63765
C 5.71351 -3.29331 1.23763
C 6.13626 -4.35790 0.45655
C 6.12332 -4.25978 -0.92511
C 5.68382 -3.09613 -1.53893
H 3.93244 2.80598 -1.95327
H 4.96637 4.89622 -1.13324
H 6.92734 4.80351 0.35492
H 7.88818 2.63157 1.00774
H 6.87587 0.53199 0.19016
H 3.00495 -2.18709 -3.59828
H 2.71822 -2.37144 -6.04889
H 3.67728 -0.65753 -7.53611
H 4.93491 1.24037 -6.59277
H 5.22570 1.44623 -4.15351
H 4.93396 -1.29147 1.24115
H 5.72831 -3.36914 2.31402
H 6.47989 -5.26520 0.92737
H 6.45485 -5.08816 -1.53074
H 5.68104 -3.01522 -2.61769
*
```

***

4.
H3OPS | ωB97M-V with the def2-TZVPD basis set

Results
* total energy: -22216.608 eV
* max |F|: 1.3 eV Å⁻¹
* relative energy (zero: lowest compared OMol25 entry of this formula, charge and spin): 359.83 kJ/mol
* orbital gap (alpha / beta): 0.2618 / 0.3197 Eh

Geometry as ORCA input:
```
! wB97M-V def2-TZVPD RIJCOSX def2/J DEFGRID3
* xyz 0 1
O 1.86056 1.18590 -0.04456
P -1.16910 0.98812 0.10471
S 2.69199 -0.08176 -0.07731
H -0.61825 -0.33768 -0.06599
H -1.88942 0.91026 -1.19790
H 2.51006 -0.61311 1.22097
*
```

***

5.
C4H5NO | ωB97M-V with the def2-TZVPD basis set

Results
* total energy: -7763.222 eV
* max |F|: 0.4 eV Å⁻¹
* relative energy (zero: lowest compared OMol25 entry of this formula, charge and spin): 318.88 kJ/mol
* orbital gap (alpha / beta): 0.2863 / 0.2863 Eh

Geometry as ORCA input:
```
! wB97M-V def2-TZVPD RIJCOSX def2/J DEFGRID3
* xyz 0 1
N 1.92736 -0.01092 0.21505
C 0.95185 0.79625 0.02576
C -0.26760 1.21208 -0.29408
C -1.23408 0.28938 0.18581
C -1.13422 -1.09002 -0.16206
O -0.16659 -1.67805 -0.66517
H 1.90852 -0.96117 -0.16719
H 2.66676 0.25445 0.85591
H -0.46277 2.19620 -0.72380
H -2.09502 0.62799 0.75282
H -2.09421 -1.63620 -0.02306
*
```

***

6.
C59H50ClIN3OP2PdS | ωB97M-V with the def2-TZVPD basis set

Results
* total energy: -122024.264 eV
* max |F|: 1.2 eV Å⁻¹
* relative energy (zero: lowest compared OMol25 entry of this formula, charge and spin): 0.00 kJ/mol
* orbital gap: 0.2166 Eh

Geometry as ORCA input:
```
! wB97M-V def2-TZVPD RIJCOSX def2/J DEFGRID3
* xyz 1 1
Pd -0.48981 -0.34033 0.72453
Cl -4.31203 -0.47678 6.98697
C -3.38639 -0.08370 5.57163
C -2.97398 1.19985 5.37212
C -2.23352 1.53879 4.22680
I -1.67574 3.52126 3.91125
C -1.87043 0.60741 3.26941
O -1.22039 0.95978 2.19886
C -2.30913 -0.75084 3.48936
N -1.97435 -1.66389 2.54217
C -2.38766 -2.89939 2.68979
C -3.16010 -3.33713 3.77913
C -3.49720 -2.43651 4.74789
C -3.07524 -1.09508 4.62836
H -3.22597 1.96320 6.09505
H -2.09166 -3.61422 1.92739
H -3.47131 -4.37067 3.83823
H -4.08718 -2.73129 5.60451
C 7.23636 -0.59044 -1.91065
S 6.73382 -1.33724 -0.35051
C 5.06300 -1.85071 -0.80689
C 4.41207 -2.56095 0.36894
C 2.94357 -2.87319 0.13472
N 2.08694 -1.67383 0.19018
P 0.72405 -1.39447 -0.78579
C 0.02656 -2.95775 -1.35061
C 0.62649 -3.72145 -2.35406
C 0.06965 -4.93425 -2.72340
C -1.08966 -5.38528 -2.10278
C -1.69844 -4.62309 -1.11688
C -1.14189 -3.40941 -0.74143
C 1.24885 -0.55921 -2.29317
C 0.43013 -0.62260 -3.42374
C 0.77258 0.07774 -4.56819
C 1.92518 0.85497 -4.58936
C 2.72860 0.93827 -3.46197
C 2.38881 0.23779 -2.31261
P 1.58734 -0.84977 1.63393
C 2.56027 0.66125 1.77952
C 1.90186 1.75446 2.34630
C 2.56848 2.96312 2.48611
C 3.88153 3.08665 2.05392
C 4.53527 2.00248 1.48186
C 3.87749 0.79021 1.34208
C 2.02960 -1.89289 3.03019
C 3.16307 -1.65059 3.80496
C 3.47260 -2.50168 4.85437
C 2.65713 -3.59029 5.13195
C 1.52603 -3.83338 4.36448
C 1.21038 -2.98439 3.31662
H 8.25223 -0.22354 -1.78099
H 6.59127 0.24802 -2.17144
H 7.23002 -1.32688 -2.71279
H 5.10077 -2.51339 -1.67539
H 4.48630 -0.96585 -1.08926
H 4.50486 -1.95324 1.27274
H 4.94325 -3.49147 0.58242
H 2.59970 -3.59692 0.87801
H 2.80014 -3.33270 -0.84486
H 1.52108 -3.36345 -2.84981
H 0.53379 -5.52744 -3.49961
H -1.52424 -6.33061 -2.39914
H -2.61272 -4.96667 -0.65094
H -1.62661 -2.78409 -0.00001
H -0.47402 -1.22228 -3.41270
H 0.13967 0.01954 -5.44388
H 2.19129 1.39943 -5.48550
H 3.62203 1.54849 -3.47400
H 3.00152 0.31835 -1.42322
H 0.86521 1.66531 2.65698
H 2.05670 3.80863 2.92652
H 4.39766 4.03162 2.15967
H 5.55992 2.09815 1.14751
H 4.39716 -0.04801 0.89489
H 3.79094 -0.79241 3.60229
H 4.34819 -2.31135 5.46008
H 2.90098 -4.24776 5.95579
H 0.88641 -4.67637 4.58950
H 0.32183 -3.15256 2.72295
C -4.29582 3.15844 -4.28475
C -4.71749 2.97250 -2.97523
C -3.87045 2.39679 -2.04144
C -2.59021 1.98629 -2.40924
C -2.17300 2.19005 -3.72107
C -3.01853 2.76833 -4.65637
C -1.58393 1.43866 -1.43962
C -1.90164 0.40637 -0.49244
C -3.26813 -0.08140 -0.31753
C -3.75901 -0.89732 -1.34065
C -5.00428 -1.49045 -1.21054
C -5.78484 -1.23964 -0.09115
C -5.31095 -0.39780 0.90644
C -4.05146 0.16971 0.80803
H -4.95790 3.61381 -5.00898
H -5.70932 3.28497 -2.67613
H -4.21132 2.28210 -1.02144
H -1.16668 1.90592 -4.00719
H -2.67586 2.92323 -5.67091
H -0.63224 1.24562 -1.93638
H -3.16322 -1.07568 -2.22864
H -5.37341 -2.13153 -2.00008
H -6.76498 -1.68823 -0.00227
H -5.92229 -0.18374 1.77342
H -3.68941 0.82899 1.58234
C -1.05995 2.64580 -0.39593
C -0.78737 3.90382 -1.14453
C 0.44035 4.07188 -1.78000
C 0.69560 5.20103 -2.53391
C -0.28845 6.18106 -2.65670
C -1.51230 6.03363 -2.00952
C -1.75470 4.89758 -1.25662
C -0.03129 7.34709 -3.45774
N 0.17986 8.27170 -4.10561
H -1.83475 2.73641 0.35922
H -0.15027 2.22954 0.04051
H 1.20083 3.30363 -1.68337
H 1.64762 5.33661 -3.02847
H -2.26543 6.80389 -2.10208
H -2.70434 4.77923 -0.75081
*
```